(1)
This record from the OMol25 dataset describes an isolated ion of composition C2H5ClO2P and charge -1 at a distorted geometry. The level of theory is ωB97M-V with the def2-TZVPD basis set.

* total charge: -1
* E_LUMO: 0.142 Ha
* maximum force: 2.51 eV/Å

Geometry (Å):
C  0.39  0.45  -1.44
C  0.71  -1.20  1.71
O  -0.22  -1.06  0.61
O  -2.15  -0.07  -0.65
P  -0.79  0.17  -0.15
Cl  -0.08  -0.24  3.14
H  0.10  1.32  -2.11
H  1.51  0.29  -1.36
H  1.68  -0.47  1.51
H  -0.24  -0.37  -1.97
H  -0.91  1.18  0.70


(2)
This record from the OMol25 dataset describes an isolated ion of composition C6H11N2S and charge +1 at a distorted geometry. The level of theory is ωB97M-V with the def2-TZVPD basis set.

* total charge: +1
* E_LUMO: -0.150 Ha
* maximum force: 4.53 eV/Å

Geometry (Å):
C  1.84  0.11  0.01
C  -1.40  -1.08  -0.21
C  -0.01  -1.49  0.66
C  -2.04  1.24  -1.24
C  -1.71  0.37  -0.08
C  4.12  0.78  1.00
N  1.02  -0.71  0.19
N  -3.18  0.67  -0.53
S  3.11  1.03  -0.55
H  -1.14  -1.47  -1.17
H  -2.20  -1.81  0.10
H  -0.19  -1.60  1.80
H  0.07  -2.56  0.38
H  -1.85  2.35  -1.10
H  -2.00  0.86  -2.20
H  4.52  -0.16  1.13
H  3.50  0.90  1.96
H  4.97  1.40  0.91
H  -3.80  1.27  0.05
H  -3.62  -0.08  -1.09


(3)
This record from the OMol25 dataset describes the molecule C5H10N2O3 at a distorted geometry. The level of theory is ωB97M-V with the def2-TZVPD basis set.

* structure (SMILES): CC(=O)ON[C@H](C)C(N)=O
* E_LUMO: 0.002 Ha
* maximum force: 4.21 eV/Å

Geometry (Å):
C  -1.72  -0.32  2.02
C  -0.63  0.34  1.22
O  -0.62  1.50  0.88
O  0.66  -0.34  1.58
N  1.53  -0.77  0.60
C  1.33  -0.37  -0.71
C  1.74  1.03  -1.04
C  -0.50  -0.61  -0.90
N  -1.10  0.28  -1.72
O  -0.83  -1.77  -0.77
H  -2.63  0.28  1.98
H  -1.92  -1.33  1.65
H  -1.41  -0.39  3.06
H  1.63  -1.78  0.71
H  1.71  -1.12  -1.40
H  1.30  1.75  -0.36
H  2.83  1.10  -0.94
H  1.49  1.26  -2.08
H  -0.91  1.26  -1.60
H  -1.96  0.00  -2.18